No. 1
A cluster of 2 separate species, C7H14O3P in total in a non-equilibrium geometry. Source: the OMol25 dataset; level of theory: ωB97M-V/def2-TZVPD.

frontier orbital gap: 0.15994 Ha
calculated total energy: -842.0852 Eh
largest force on an atom: 2.58 eV/Å
HOMO energy: -0.062 Eh
E_LUMO: 2.67 eV

```
! RIJCOSX wB97M-V def2-TZVPD def2/J DEFGRID3
* xyz -1 1
C 3.110 -2.270 0.787
P 2.532 -0.594 1.501
C 0.904 -0.086 0.638
C 3.844 0.782 1.326
O 4.557 0.734 0.036
H 2.422 -2.686 -0.092
H 3.041 -3.061 1.678
H 4.212 -2.281 0.390
H 0.188 0.384 1.449
H 0.356 -0.991 0.107
H 1.121 0.749 -0.168
H 4.641 0.555 2.184
H 5.210 -0.025 0.095
O -2.493 0.103 1.671
C -2.669 0.291 0.479
O -2.369 -0.617 -0.497
C -2.601 -0.025 -1.774
C -3.571 1.099 -1.522
C -3.198 1.553 -0.133
H -1.645 0.333 -2.172
H -3.012 -0.773 -2.458
H -3.515 1.893 -2.271
H -4.597 0.709 -1.517
H -2.402 2.302 -0.151
H -4.067 1.923 0.415
*
```

Quick look at the natural (NBO) charges, all values in e:
1 C -0.973
2 P 0.581
3 C -0.968
4 C -0.603
5 O -0.805
6 H 0.196
7 H 0.211
8 H 0.197
9 H 0.231
10 H 0.206
11 H 0.204
12 H 0.109
13 H 0.415
14 O -0.556
15 C 0.790
16 O -0.480
17 C -0.072
18 C -0.427
19 C -0.531
20 H 0.189
21 H 0.188
22 H 0.216
23 H 0.200
24 H 0.247
25 H 0.236

***

No. 2
A structure of composition C7H14O4Sn in a non-equilibrium geometry. Source: the OMol25 dataset; level of theory: ωB97M-V/def2-TZVPD.

frontier orbital gap (spin up / spin down): 0.27059 / 0.26963 Ha
calculated total energy: -789.9449 Eh
largest force on an atom: 6.34 eV/Å
HOMO energy (spin up / spin down): -0.458 / -0.457 Eh
E_LUMO (spin up / spin down): -5.10 / -5.10 eV

```
! RIJCOSX wB97M-V def2-TZVPD def2/J DEFGRID3
* xyz 1 2
O -2.558 -1.864 1.063
C -1.799 -0.770 0.856
C -2.219 0.123 -0.295
O -3.468 0.689 -0.007
C -3.903 1.614 -0.971
H -0.695 -1.063 0.784
H -2.262 -0.469 -1.229
H -1.452 0.908 -0.434
H -4.880 1.994 -0.651
H -3.198 2.459 -1.056
H -4.006 1.139 -1.962
H -1.817 -0.193 1.811
O 3.947 1.333 -0.887
C 2.740 1.699 -0.295
C 2.250 0.640 0.683
O 2.379 -0.650 0.013
C 1.751 -1.716 0.628
C 1.661 -2.911 0.044
Sn 3.949 -0.499 -1.147
H 1.950 1.860 -1.054
H 2.826 2.642 0.275
H 1.196 0.795 0.943
H 2.872 0.600 1.589
H 1.563 -1.554 1.692
H 1.927 -3.061 -1.003
H 1.246 -3.744 0.609
*
```

Quick look at the natural (NBO) charges, all values in e:
1 O -0.245
2 C -0.154
3 C -0.087
4 O -0.526
5 C -0.249
6 H 0.163
7 H 0.176
8 H 0.144
9 H 0.210
10 H 0.161
11 H 0.172
12 H 0.238
13 O -0.916
14 C -0.121
15 C -0.120
16 O -0.672
17 C 0.063
18 C -0.388
19 Sn 1.568
20 H 0.192
21 H 0.231
22 H 0.238
23 H 0.215
24 H 0.226
25 H 0.222
26 H 0.260

***

No. 3
A structure of composition C7H14OPPt in a non-equilibrium geometry. Source: the OMol25 dataset; level of theory: ωB97M-V/def2-TZVPD.

frontier orbital gap (spin up / spin down): 0.09282 / 0.24915 Ha
calculated total energy: -810.8713 Eh
largest force on an atom: 2.41 eV/Å
HOMO energy (spin up / spin down): 0.014 / -0.159 Eh
E_LUMO (spin up / spin down): 2.92 / 2.45 eV

```
! RIJCOSX wB97M-V def2-TZVPD def2/J DEFGRID3
* xyz -1 3
C -0.450 2.198 -1.598
C 0.838 1.796 -2.088
C 1.666 1.438 -1.005
C 1.005 1.670 0.217
C -0.346 2.144 -0.068
Pt -1.355 0.333 -0.534
P -2.789 -0.972 -1.453
H -1.209 2.780 -2.127
H 1.160 1.831 -3.127
H 2.705 1.133 -1.078
H -0.980 2.736 0.589
H 1.436 1.661 1.211
H -2.362 -2.335 -1.559
H -3.119 -0.675 -2.829
H -4.061 -1.036 -0.794
C 1.070 -2.073 2.565
C 1.130 -1.162 1.360
O -0.204 -0.977 0.786
H 0.299 -1.739 3.270
H 2.042 -2.056 3.067
H 0.861 -3.110 2.275
H 1.489 -0.170 1.642
H 1.792 -1.559 0.574
H -0.618 -1.856 0.706
*
```

Quick look at the natural (NBO) charges, all values in e:
1 C -0.414
2 C -0.241
3 C -0.356
4 C -0.224
5 C -0.546
6 Pt 0.039
7 P -0.023
8 H 0.224
9 H 0.200
10 H 0.199
11 H 0.227
12 H 0.195
13 H -0.058
14 H -0.060
15 H -0.015
16 C -0.671
17 C -0.071
18 O -0.830
19 H 0.218
20 H 0.200
21 H 0.204
22 H 0.190
23 H 0.173
24 H 0.440

***

No. 4
The molecule C7H14OS in a non-equilibrium geometry. Source: the OMol25 dataset; level of theory: ωB97M-V/def2-TZVPD.

frontier orbital gap: 0.35567 Ha
calculated total energy: -748.4271 Eh
largest force on an atom: 4.54 eV/Å
HOMO energy: -0.325 Eh
E_LUMO: 0.82 eV

```
! RIJCOSX wB97M-V def2-TZVPD def2/J DEFGRID3
* xyz 0 1
C -2.991 -0.204 0.023
C -2.310 1.101 0.329
C -1.586 -0.021 -0.436
C 1.028 1.185 0.798
C 2.221 -0.971 0.725
C 1.495 -0.164 -1.544
C 1.211 -0.159 0.027
O -0.568 -2.305 -0.244
S -0.421 -1.044 0.517
H -3.343 -0.790 0.903
H -3.699 -0.347 -0.741
H -2.637 1.852 -0.335
H -1.956 1.252 1.263
H -1.450 0.099 -1.521
H 0.710 1.840 0.044
H 0.340 1.021 1.548
H 1.949 1.626 1.055
H 2.211 -1.945 0.505
H 2.003 -0.955 1.796
H 3.169 -0.506 0.767
H 1.351 0.820 -1.903
H 2.483 -0.578 -1.698
H 0.790 -0.807 -1.878
*
```

Quick look at the natural (NBO) charges, all values in e:
1 C -0.418
2 C -0.417
3 C -0.447
4 C -0.629
5 C -0.640
6 C -0.618
7 C -0.140
8 O -0.989
9 S 1.251
10 H 0.225
11 H 0.221
12 H 0.220
13 H 0.215
14 H 0.242
15 H 0.212
16 H 0.207
17 H 0.216
18 H 0.222
19 H 0.204
20 H 0.215
21 H 0.207
22 H 0.217
23 H 0.225

***

No. 5
A structure of composition C7H14OSi in a non-equilibrium geometry. Source: the OMol25 dataset; level of theory: ωB97M-V/def2-TZVPD.

frontier orbital gap: 0.32851 Ha
calculated total energy: -639.6627 Eh
largest force on an atom: 5.13 eV/Å
HOMO energy: -0.300 Eh
E_LUMO: 0.79 eV

```
! RIJCOSX wB97M-V def2-TZVPD def2/J DEFGRID3
* xyz 0 1
C 1.590 -1.188 -0.920
C -0.690 -0.136 1.710
C 2.169 -0.052 -0.644
C -0.811 0.816 0.813
C 3.523 0.374 -0.348
C -2.444 -1.189 -0.661
C -2.935 0.164 -0.070
O -1.911 1.157 0.115
Si 0.707 1.788 0.254
H 0.537 -1.377 -0.716
H 2.229 -2.018 -1.113
H 0.231 -0.494 2.086
H -1.665 -0.652 2.117
H 3.411 1.060 0.459
H 4.236 0.736 -1.137
H 4.037 -0.627 -0.028
H -2.869 -1.875 0.014
H -2.780 -1.260 -1.691
H -1.426 -1.097 -0.477
H -3.584 0.117 0.802
H -3.459 0.635 -0.904
H 1.399 2.552 1.247
H 0.504 2.565 -0.907
*
```

Quick look at the natural (NBO) charges, all values in e:
1 C -0.486
2 C -0.512
3 C -0.094
4 C -0.080
5 C -0.703
6 C -0.645
7 C -0.071
8 O -0.520
9 Si 0.959
10 H 0.208
11 H 0.186
12 H 0.222
13 H 0.199
14 H 0.224
15 H 0.234
16 H 0.204
17 H 0.213
18 H 0.219
19 H 0.225
20 H 0.175
21 H 0.194
22 H -0.177
23 H -0.174

***

No. 6
The molecule C7H14OSi in a non-equilibrium geometry. Source: the OMol25 dataset; level of theory: ωB97M-V/def2-TZVPD.

frontier orbital gap: 0.38470 Ha
calculated total energy: -639.7795 Eh
largest force on an atom: 5.76 eV/Å
HOMO energy: -0.355 Eh
E_LUMO: 0.81 eV

```
! RIJCOSX wB97M-V def2-TZVPD def2/J DEFGRID3
* xyz 0 1
C -1.506 -1.291 0.275
Si -0.560 0.359 -0.046
C -0.688 1.442 -1.651
C -1.022 1.540 1.398
C 1.268 -0.099 0.155
C 2.119 1.110 0.220
O 1.664 2.236 -0.021
C 1.873 -1.408 0.718
C 2.139 -1.354 -0.732
H -2.030 -2.033 -0.468
H -0.842 -1.922 0.797
H -2.256 -1.134 1.024
H -1.086 2.346 -1.547
H 0.406 1.522 -1.909
H -1.256 0.974 -2.497
H -0.537 0.991 2.345
H -0.577 2.532 1.315
H -2.056 1.660 1.611
H 3.171 0.922 0.351
H 1.093 -2.044 1.172
H 2.718 -1.505 1.424
H 3.255 -1.239 -0.942
H 1.501 -1.931 -1.361
*
```

Quick look at the natural (NBO) charges, all values in e:
1 C -1.111
2 Si 1.616
3 C -1.054
4 C -1.087
5 C -0.559
6 C 0.412
7 O -0.565
8 C -0.426
9 C -0.355
10 H 0.249
11 H 0.222
12 H 0.239
13 H 0.225
14 H 0.247
15 H 0.226
16 H 0.218
17 H 0.253
18 H 0.232
19 H 0.115
20 H 0.221
21 H 0.223
22 H 0.232
23 H 0.227